No. 1
The following is a quantum chemistry calculation of a 3-piece molecular cluster, C27H58FIN3O5 overall, from the OMol25 dataset.

```
95
Properties=species:S:1:pos:R:3:mulliken_charge:R:1
H -2.620 3.279 1.014 0.21
N -6.225 4.678 -0.923 -0.28
H -6.679 3.597 0.867 0.17
H -1.010 2.788 -4.174 0.43
C -7.274 5.618 1.078 -0.82
C -1.364 0.657 -3.747 -0.54
H 2.338 -0.646 -0.042 -0.09
C 3.817 -7.068 5.118 -0.73
H 1.765 3.391 -4.322 0.42
H 3.119 -2.631 -0.820 0.20
I -3.318 -1.649 -3.837 0.07
H -5.221 7.249 0.255 0.30
H 2.778 -2.244 -2.502 0.27
N 4.778 -6.855 1.802 -0.27
H 3.847 0.989 -0.491 0.61
H 4.204 -7.896 5.718 0.36
H -0.936 -1.454 3.158 0.34
H 3.787 -6.778 -0.012 0.43
H -2.238 0.438 1.530 0.09
C -5.834 3.518 -1.709 -0.82
O -6.050 5.987 1.704 -0.35
H 3.163 2.675 -2.156 0.77
O -3.671 2.847 -0.689 -0.16
H 3.154 -6.468 5.739 0.24
C 3.266 0.731 -1.382 -0.53
H 6.077 -5.327 2.548 0.16
H -4.884 1.623 -1.770 0.14
H 2.982 2.100 -4.462 0.50
N 0.249 2.714 -1.367 0.10
H -8.057 4.052 -0.145 0.39
H -3.023 0.623 -5.152 0.49
H -4.359 3.143 1.258 0.42
H -8.000 5.393 1.863 0.40
C 5.902 -6.884 3.975 -0.82
H 1.378 1.890 -5.168 0.38
C -2.825 0.412 -4.104 -0.64
H -4.685 7.462 1.936 0.24
C -1.104 2.119 -3.313 -0.05
C 2.499 -0.575 -1.120 0.73
C 1.421 1.982 0.679 -0.71
H -3.516 0.983 -3.488 -0.06
H 6.847 -6.845 2.061 0.38
H 1.916 3.663 -0.575 0.46
H 1.661 2.720 1.453 0.34
H 4.275 -1.692 -1.767 0.40
H 3.239 -7.483 4.284 0.31
H -0.573 3.077 -0.898 0.17
H 3.951 -6.623 2.336 0.11
C -5.543 7.244 1.303 -0.74
H -5.481 2.005 -0.164 0.45
F 4.188 0.564 -2.416 -0.42
C 5.957 -6.421 2.537 -0.18
C 3.215 -1.856 -1.581 -1.39
C 1.923 2.311 -4.321 -1.84
O 3.282 -4.283 0.814 -0.41
H -7.662 6.448 0.481 0.42
C 4.505 -4.800 0.307 -0.27
H 5.766 -7.968 4.024 0.41
C -1.406 -0.257 1.391 0.34
C 4.655 -6.310 0.458 -1.04
O 4.859 -6.220 4.679 -0.35
H 2.550 -3.186 2.358 0.17
C -7.082 4.388 0.219 -0.20
H -0.734 0.400 -4.601 0.27
H -2.606 -1.597 2.634 0.38
H 1.500 -0.540 -1.559 0.07
H 2.967 -4.841 2.804 0.22
H 6.848 -6.636 4.464 0.39
H -5.283 3.881 -2.582 0.36
H 4.505 -4.578 -0.763 0.36
C 1.568 2.639 -0.715 -0.35
H -5.400 5.166 -0.603 0.12
H -1.342 -2.412 1.726 0.33
O 0.096 1.531 0.808 -0.18
C 3.275 -3.986 2.199 -0.57
H -1.069 -0.006 -2.929 0.40
H 5.532 -6.618 -0.119 0.41
C 0.161 2.193 -2.534 -0.10
H -1.412 -0.537 0.333 0.04
C -1.581 -1.504 2.277 -1.34
H 5.347 -4.254 0.748 0.37
H -1.939 2.470 -2.698 -0.22
H 4.256 -3.648 2.543 0.32
H 2.118 1.152 0.796 0.26
H 0.734 -0.265 1.628 0.15
C 2.431 1.939 -1.812 -0.13
C -0.098 0.446 1.709 -0.53
H 1.396 0.587 -3.191 0.53
C 1.471 1.659 -2.996 0.37
H -3.689 4.587 0.480 0.32
C -3.591 3.504 0.572 -0.91
C -4.990 2.434 -1.044 -0.46
H -6.744 3.042 -2.089 0.43
H -0.116 0.817 2.742 0.25
H -6.286 8.035 1.438 0.36
```

## Properties
Multiplicity = 1
M = 650.68 g/mol
Gap between HOMO and LUMO = 7.18 eV
E_tot = -2001.2610 Ha
Total charge = +1

No. 2
The following is a quantum chemistry calculation of a 8-piece molecular cluster, C27H58N10O11PS overall at a distorted geometry, from the OMol25 dataset.

```
108
Properties=species:S:1:pos:R:3:mulliken_charge:R:1
C -0.759 4.797 -2.545 -0.81
O 7.242 -6.323 -0.638 -0.56
H 8.303 -4.254 -1.173 0.18
H 8.801 -8.308 -0.580 0.29
C -2.425 6.935 -0.643 0.11
H -3.895 0.344 5.379 0.24
N 5.995 -0.383 3.764 -0.14
N 3.080 -4.998 0.316 -0.15
H 2.147 -4.617 0.416 0.24
C -4.181 8.285 -4.175 -1.14
C -7.556 2.147 0.999 0.88
H -6.555 3.676 1.805 0.17
H 6.289 0.446 4.264 0.25
H 1.251 3.658 -1.966 0.43
N -2.240 4.817 -2.243 -0.21
H -5.255 6.016 -0.895 0.07
H 7.604 -0.660 2.503 0.28
C -7.564 2.780 3.442 -0.93
N 1.802 0.347 1.576 0.13
H -7.650 8.055 -5.446 0.28
H -6.004 8.555 -5.911 0.35
H -4.608 -1.239 3.636 0.23
H 4.406 -1.717 1.941 0.22
H -8.017 0.291 1.959 0.30
H 0.157 4.288 -0.459 0.32
H -1.400 0.490 3.052 0.32
H -9.429 1.365 1.677 0.35
H 5.536 -5.178 -0.933 0.62
O -4.677 4.606 1.008 -0.82
N -7.180 2.921 2.057 -0.01
C -1.213 -5.188 -3.637 -1.29
C 1.053 1.437 2.312 -0.25
H 1.277 -5.218 -1.400 0.05
H -0.482 4.528 -3.651 0.30
H -0.369 5.912 -2.373 0.32
C 7.009 -1.247 3.207 -0.70
O 3.908 0.295 4.240 -0.67
C 4.036 -4.050 0.093 0.65
H 10.137 -7.260 -0.068 0.38
H 6.105 -3.647 -0.241 0.21
C -8.486 0.995 1.266 -1.33
S -0.574 2.085 -1.353 -0.13
H 9.828 -7.553 -1.813 0.38
O 3.721 -2.864 0.033 -0.72
C 0.152 -5.394 -3.042 0.82
O -2.535 7.934 -1.733 -0.69
H -1.956 4.794 0.012 -0.02
H -0.259 -3.540 -0.463 0.37
C 4.097 -1.739 2.990 -0.96
O -7.137 2.402 -0.128 -0.62
N 0.335 -5.053 -1.733 0.06
N 1.418 0.293 0.217 -0.31
H -1.208 -5.504 -4.683 0.28
H -3.806 8.209 -5.199 0.33
H -1.612 -4.366 -1.275 0.39
H -1.950 -5.789 -3.098 0.35
C -2.556 5.312 -0.850 0.47
H -0.724 -5.188 0.032 0.26
N -3.653 -0.933 3.776 -0.12
C 0.142 3.842 -1.564 -0.48
C 4.640 -0.536 3.710 0.45
H 5.791 -5.020 0.838 0.43
H -6.693 6.079 -4.336 0.25
O -3.381 -1.390 1.594 -0.70
N 8.982 -5.005 -1.167 -0.09
H 10.705 -3.959 -0.731 0.29
H 4.294 -6.730 0.296 0.29
O -2.250 7.376 0.620 -0.69
C 0.410 1.420 0.133 0.17
H 10.399 -4.250 -2.462 0.30
O 0.135 2.139 1.400 -0.17
H -6.707 7.065 -6.590 0.28
H 1.080 1.806 3.422 0.32
H -2.721 3.922 -2.481 0.28
H -0.922 -1.192 3.465 0.38
C -1.452 -0.559 2.748 -0.86
C -2.889 -0.992 2.648 0.61
H 2.897 -6.742 1.402 0.30
C 10.359 -4.691 -1.464 -0.91
H 7.649 -1.590 4.023 0.28
H -8.057 3.703 3.753 0.30
C -6.649 7.701 -5.703 -0.91
P -4.430 4.870 -0.554 0.55
H -4.792 3.750 -1.390 0.03
H -0.970 -0.661 1.773 0.12
H 3.005 -1.727 3.029 0.21
H -8.697 0.471 0.331 0.30
O -4.766 6.312 -2.948 -0.43
N -6.163 6.897 -4.606 -0.18
H 2.644 -6.900 -0.355 0.27
H -8.237 1.937 3.603 0.35
H 4.451 -2.654 3.473 0.57
C -5.042 7.095 -3.854 0.65
C 8.445 -6.223 -0.867 0.87
H -3.420 -1.325 5.789 0.29
C 5.458 -4.511 -0.070 -1.31
H -2.212 -0.190 5.135 0.31
C -3.257 -0.497 5.094 -0.79
H -4.756 9.206 -4.046 0.35
C -0.634 -4.504 -0.815 -1.00
H -1.481 -4.129 -3.596 0.35
H 11.003 -5.570 -1.430 0.35
H -6.656 2.638 4.033 0.26
H 6.584 -2.109 2.692 0.20
H -3.326 8.313 -3.494 0.22
O 1.088 -5.853 -3.692 -0.67
C 9.369 -7.409 -0.831 -1.47
C 3.254 -6.427 0.419 -0.81
```

## Properties
Multiplicity = 1
M = 761.86 g/mol
Gap between HOMO and LUMO = 5.71 eV
E_tot = -3178.2059 Ha
Total charge = -1
Relative energy (zero: lowest compared OMol25 entry of this formula, charge and spin) = 6.1268 eV

No. 3
The following is a quantum chemistry calculation of a 4-piece molecular cluster, C27H58O4 overall at a distorted geometry, from the OMol25 dataset.

```
89
Properties=species:S:1:pos:R:3:mulliken_charge:R:1
C 4.805 -2.838 7.259 -1.20
C 2.169 -1.767 2.014 -0.74
C 0.526 1.329 0.828 0.21
H -1.488 1.963 -4.636 0.23
C -1.466 2.237 -3.577 0.09
C -1.604 -1.945 -2.692 -0.74
C 0.822 3.416 -5.346 -0.46
H -1.213 -4.386 -6.560 0.28
H -1.553 -1.215 -6.732 0.44
H -1.878 1.383 -3.031 0.12
C 2.284 -0.229 6.280 -0.15
H 5.139 -2.972 8.290 0.30
C -0.814 -2.781 -3.693 -0.77
H 4.854 -0.419 8.642 0.40
H -0.034 2.666 -2.039 -0.03
H -2.113 1.819 0.559 0.34
C -2.081 -3.933 -7.041 -1.23
H -0.023 -1.141 -4.833 -0.10
H -1.753 -3.478 -7.979 0.29
C 2.594 1.073 5.549 -0.78
C -1.812 2.065 1.577 -0.64
H -2.032 4.315 -3.911 0.32
H 1.490 1.755 0.581 0.42
C -0.580 -2.066 -5.022 -0.31
H 1.745 3.616 -3.415 0.40
H -0.178 3.418 -5.788 0.23
C 4.487 -0.330 7.615 -0.71
H -1.091 -1.001 -2.491 0.03
H -4.022 0.964 1.112 0.48
H -1.635 0.182 2.726 0.29
H 0.521 1.508 -3.223 0.36
H -2.921 -0.941 0.333 0.03
H -3.641 -2.519 -6.647 0.40
C -1.847 -1.713 -5.802 -0.37
H 3.146 -1.681 2.482 0.27
H 1.643 2.124 -6.875 0.40
C -3.513 -1.025 1.237 -0.03
H -1.709 -2.480 -1.746 0.40
C 5.122 -1.429 6.765 -0.24
C 0.732 3.567 -3.828 -0.99
H 2.287 1.936 6.145 0.33
C 1.573 2.163 -5.787 -0.75
H -0.012 2.249 2.746 0.29
C -2.367 3.445 -3.344 -1.47
C 0.690 -0.033 1.511 -0.48
H 1.201 -0.297 6.423 0.37
H -2.632 1.438 3.453 0.31
H 6.206 -1.291 6.777 0.35
H -0.087 3.299 1.359 0.47
H 2.607 -1.247 8.142 0.34
C -5.607 -0.338 1.808 0.58
O -4.708 0.082 2.761 -0.54
C -0.027 2.449 -3.113 -0.07
H 5.314 -3.581 6.643 0.38
H 0.270 4.530 -3.595 0.36
H -0.067 1.181 -0.072 -0.28
C -3.578 0.344 1.900 -0.28
H 4.813 -1.329 5.720 0.15
H 0.158 -3.024 -3.256 0.40
H 4.841 0.641 7.257 0.30
H 1.336 4.293 -5.749 0.38
H -1.322 -3.736 -3.855 0.30
H 0.559 0.112 2.587 0.17
C -0.304 2.286 1.696 -0.99
H 2.589 2.157 -5.386 0.31
H -2.429 -0.976 -5.240 0.14
H -3.390 3.225 -3.655 0.44
H 2.621 0.493 8.274 0.37
H -2.390 3.715 -2.285 0.25
C -2.353 0.968 2.516 -0.28
H 3.736 -3.051 7.215 0.28
O 1.951 -0.596 1.248 -0.45
H -3.102 -3.383 -5.225 0.26
H 0.073 -2.683 -5.645 0.38
C -2.750 -2.899 -6.141 -0.55
O -4.919 -1.212 1.010 -0.39
O -6.675 -0.017 1.680 -0.40
H -2.779 -4.736 -7.284 0.39
H -3.206 -1.845 1.878 0.25
C 2.958 -0.337 7.646 -0.87
H 2.055 1.112 4.599 -0.03
H -0.128 -0.691 1.185 0.37
H 3.658 1.170 5.328 0.30
H 2.563 -1.079 5.649 0.11
H 1.458 -1.883 2.833 0.31
H -2.310 3.003 1.806 0.40
H 1.070 1.253 -5.458 -0.10
H -2.608 -1.720 -3.057 0.32
H 2.086 -2.670 1.415 0.30
```

## Properties
Multiplicity = 1
M = 446.76 g/mol
Gap between HOMO and LUMO = 10.61 eV
E_tot = -1364.4745 Ha
SMILES = COCCCCC[C@H]1COC(=O)O1.CCCCCC.CCCCCC.CCCCCC

No. 4
The following is a quantum chemistry calculation of C27H59AlB2Br2F7NNaO11PS2 as an isolated structure at a distorted geometry, from the OMol25 dataset.

```
114
Properties=species:S:1:pos:R:3:mulliken_charge:R:1
C 5.392 -3.448 0.448 1.56
C 2.176 -0.364 -0.779 -0.79
H -6.724 5.275 1.466 0.44
H 1.308 -0.691 -1.368 -0.15
H -5.004 5.736 1.666 0.34
F -1.615 2.678 3.917 -0.35
H -6.065 6.092 -0.635 0.39
H 1.992 0.606 -0.316 0.54
H 9.272 1.807 0.735 0.30
H 3.602 -1.893 5.235 -0.56
H 4.366 -0.376 -1.177 0.36
F -2.079 -0.002 4.977 -0.34
S 2.690 -4.232 2.049 -0.27
H 5.582 -2.156 -3.269 -0.06
C 8.720 1.356 1.554 -0.34
C -10.290 4.893 -3.947 -0.85
H 3.420 0.689 -2.191 0.46
C -5.314 1.804 -2.766 -0.62
H -9.527 1.988 -6.536 0.30
C 6.566 -3.766 1.374 -1.77
H -4.550 1.161 -3.219 0.31
C 1.976 -2.735 2.057 0.16
H -8.865 1.205 -5.088 0.35
H -7.398 3.049 -5.855 0.30
O 3.386 -4.720 -1.601 -0.69
H 4.460 -3.792 0.924 -1.05
Na 0.922 -1.589 -3.165 0.49
H -9.704 4.178 -3.375 0.28
C 4.307 -0.489 3.568 0.23
H 2.928 -4.479 -0.756 0.46
H 1.469 -6.766 2.481 0.32
H 3.363 -2.060 -0.057 -0.81
O -9.883 6.404 -5.724 -0.56
H -6.164 1.189 -2.476 0.24
C 3.423 -0.303 -1.733 -0.42
O -4.205 5.347 -0.754 -0.48
C 0.733 -2.965 0.024 -1.29
F -0.553 1.602 5.341 -0.35
H -3.847 3.820 -2.807 0.34
H 4.519 1.414 4.690 0.36
C -1.136 -3.277 -2.852 -1.16
O 7.373 -1.714 2.132 -0.36
H 1.625 -7.901 3.481 0.31
C -9.638 5.334 -5.238 0.73
H 5.301 -2.350 0.391 0.38
H -0.651 -1.464 -0.858 0.33
H -10.230 2.323 -4.965 0.27
H 5.955 0.376 4.732 0.27
H 7.492 -3.684 0.808 0.51
H -6.031 4.345 -0.854 0.15
H -3.460 3.663 0.223 0.29
F -0.092 -0.069 3.932 -0.24
O 1.017 -7.542 2.827 -0.63
O -5.409 3.714 1.565 -0.24
O 5.582 -4.056 -0.838 -0.51
C 8.029 -0.695 2.120 0.44
C -8.314 3.276 -5.311 -0.21
H 6.423 -4.805 1.715 0.34
B 4.592 -2.439 -2.678 0.07
H 8.001 2.081 1.938 0.28
O -8.823 4.481 -5.889 -0.38
H -5.655 2.551 -3.494 0.16
C 4.858 0.378 4.743 -1.15
C -3.396 4.176 -0.738 -0.44
P -1.308 1.061 3.984 0.91
H -4.334 4.188 3.266 0.31
H 1.297 -3.016 -0.935 -0.18
H -0.385 -3.919 -3.315 0.37
C -1.273 -3.569 -1.304 -0.52
O 8.851 -0.329 3.101 -0.34
B 4.534 -3.815 -1.671 0.88
H 9.809 1.502 3.432 0.32
O -4.817 2.437 -1.613 -0.22
H -8.029 3.434 -4.270 0.22
H -2.370 4.537 -0.848 0.37
Br 3.807 -6.648 -0.753 0.19
C -9.289 2.129 -5.481 -0.99
H -0.721 -4.506 -1.149 0.23
H 4.127 -2.639 3.669 1.12
H -1.286 -2.406 0.525 0.37
Br 3.522 -2.171 7.074 -0.56
Al 5.271 -3.099 3.664 -0.86
C -5.552 5.176 -0.331 -0.29
H 2.433 -2.016 -2.699 0.22
H 5.211 -0.827 3.012 -0.65
H -0.906 -2.202 -3.027 0.21
H 3.718 0.098 2.860 0.57
F -0.709 1.234 2.446 -0.32
H 3.063 -0.768 1.100 -0.41
C 2.583 -1.359 0.309 1.28
H 10.569 0.435 2.241 0.29
C -3.682 3.238 -1.891 -0.54
F -0.931 -3.208 -5.200 -0.80
H 6.563 -3.033 2.293 0.82
C -5.207 3.603 2.961 -0.71
N 1.494 -2.077 0.932 0.55
O 8.007 0.184 1.117 -0.26
C -5.691 5.040 1.170 -0.64
C 9.616 0.796 2.630 -0.35
F -2.781 0.883 3.255 -0.34
H 3.351 -0.972 -3.779 0.45
H -5.018 2.558 3.193 0.17
H -2.821 2.567 -2.036 0.35
H -10.422 5.768 -3.314 0.30
S 1.839 -1.835 3.563 0.35
C 3.363 -1.469 -2.798 -0.71
H -2.079 -3.552 -3.308 0.50
H 0.586 -3.967 0.419 1.05
H -11.267 4.466 -4.173 0.24
H -6.097 3.936 3.510 0.33
H -2.309 -3.757 -1.019 0.54
C -0.683 -2.452 -0.387 -0.53
C 3.585 -1.766 4.070 0.47
H 4.570 -0.062 5.700 0.25
```

## Properties
Multiplicity = 1
M = 1033.26 g/mol
Gap between HOMO and LUMO = 1.84 eV
E_tot = -9385.3531 Ha

Computed E_HOMO (eV) in order:
-10.224; -4.271; -10.036; -8.078